Below is C53H42AsIrN5O2S as an isolated structure, with properties calculated with wB97M-V/def2-TZVPD.

Structure (XYZ):
```
105
Properties=species:S:1:pos:R:3:forces:R:3:mulliken_spin:R:1
Ir 0.34898 -0.19487 0.04764 0.012 -0.612 0.182 1.294
C 0.66424 4.33307 -2.03485 0.049 -0.006 -0.036 0.001
O -0.68234 3.94515 -1.61980 -0.119 -0.028 -0.041 0.005
C -0.50490 2.85819 -0.87256 0.216 -0.038 -0.020 0.011
N 0.65379 2.34517 -0.77794 -0.143 0.171 0.114 0.073
C 1.52145 3.09183 -1.70303 0.032 -0.037 -0.082 -0.006
C 2.88720 3.38052 -1.13701 -0.020 0.013 0.008 0.003
C 3.96191 3.55058 -2.00416 -0.016 -0.004 -0.007 0.003
C 5.22225 3.84904 -1.50921 0.012 0.004 0.005 -0.002
C 5.41915 3.96765 -0.14028 0.003 0.007 -0.010 0.000
C 4.35164 3.79075 0.72874 -0.008 -0.009 0.005 -0.002
C 3.08844 3.50043 0.23250 0.010 0.003 0.009 0.002
C -1.61781 2.34139 -0.05983 -0.079 -0.069 -0.018 0.016
C -2.75738 3.06851 0.24749 -0.007 0.001 0.028 0.002
C -3.58587 2.60579 1.26116 0.003 0.020 -0.023 0.000
C -3.19481 1.50348 2.01053 0.033 -0.048 0.023 0.013
C -2.04818 0.83482 1.61982 -0.084 0.127 -0.075 0.022
N -1.34717 1.17762 0.53712 -0.013 0.235 -0.030 0.077
C -1.31008 -0.12019 2.44984 0.105 -0.102 0.188 -0.022
N -0.12466 -0.51353 2.13152 -0.202 -0.145 -0.214 -0.077
C 0.43824 -1.14273 3.37160 0.054 0.163 0.040 0.012
C -0.83579 -1.38522 4.18652 0.037 -0.058 0.035 0.003
O -1.78423 -0.42907 3.64092 -0.073 0.032 -0.044 0.000
C 1.28942 -2.37993 3.27498 0.022 -0.032 -0.059 0.001
C 0.76325 -3.59147 2.83503 -0.051 0.010 -0.028 0.013
C 1.51337 -4.75409 2.90992 0.051 0.001 0.016 0.003
C 2.79615 -4.72401 3.43868 0.003 0.001 -0.032 0.001
C 3.33048 -3.52314 3.87940 0.005 0.005 -0.014 -0.003
C 2.58068 -2.35891 3.79426 -0.026 0.024 0.060 0.016
H 0.95152 5.21042 -1.45629 -0.002 -0.014 0.025 0.001
H 0.62648 4.57336 -3.09262 0.011 0.025 0.006 0.000
H 1.65004 2.47362 -2.59867 -0.020 0.006 0.005 0.024
H 3.81234 3.44675 -3.07356 0.001 0.000 0.001 -0.001
H 6.05019 3.98931 -2.19151 0.001 0.000 0.001 0.000
H 6.40119 4.20380 0.24773 -0.001 0.000 -0.002 0.000
H 4.50122 3.88831 1.79648 0.001 -0.001 -0.003 0.003
H 2.25760 3.35943 0.91352 -0.001 -0.002 -0.004 0.001
H -2.95294 3.99613 -0.27208 -0.008 -0.003 0.002 0.001
H -4.48627 3.14669 1.51837 0.004 0.002 0.001 0.000
H -3.73555 1.18793 2.89144 -0.001 0.000 -0.001 0.001
H 1.02723 -0.34907 3.84329 0.047 -0.057 -0.009 -0.001
H -0.72439 -1.20357 5.25003 -0.012 0.050 0.000 0.000
H -1.25006 -2.37834 4.01610 0.026 -0.019 0.029 -0.002
H -0.25163 -3.64109 2.45625 0.020 0.021 0.028 -0.021
H 1.08940 -5.69116 2.57347 0.009 0.008 0.013 -0.004
H 3.37458 -5.63539 3.50942 -0.001 0.000 0.011 0.000
H 4.32371 -3.49296 4.30753 0.001 -0.001 -0.007 -0.001
H 2.99089 -1.43227 4.18002 0.004 0.013 -0.023 0.000
C -1.79484 0.43479 -5.15272 -0.010 -0.009 0.025 0.213
C -0.42072 0.37257 -5.36956 0.009 0.000 -0.015 -0.062
C 0.45378 0.21166 -4.31978 0.023 0.006 -0.072 0.234
C -0.04362 0.10224 -2.98956 0.023 0.021 0.030 -0.034
C -1.45181 0.16952 -2.78902 0.023 0.036 0.009 0.234
C -2.30172 0.33275 -3.84960 0.018 0.003 -0.030 -0.078
N 0.78358 -0.04304 -1.93888 -0.192 -0.006 -0.034 0.339
N 2.14683 0.00022 -2.29204 0.268 -0.053 -0.049 0.398
C 2.92368 -0.05311 -1.22718 -0.229 -0.031 -0.067 0.033
C 4.33679 0.06838 -1.37897 0.096 0.022 0.011 0.184
C 5.12734 0.15502 -0.26296 -0.007 -0.002 -0.061 -0.050
C 4.55640 0.11933 1.01584 -0.005 0.007 0.045 0.301
C 3.17148 -0.04824 1.18302 0.043 -0.032 -0.095 0.036
C 2.35708 -0.17356 0.08936 0.003 0.185 0.228 0.251
H -2.47175 0.56124 -5.98661 0.000 0.004 0.000 -0.001
H -0.03130 0.44766 -6.37604 -0.005 0.003 -0.001 0.002
H 1.51740 0.15827 -4.48361 -0.007 -0.014 0.001 0.004
H -1.84704 0.08929 -1.78920 -0.018 0.063 -0.005 0.041
H -3.36945 0.38345 -3.68289 0.000 -0.003 0.007 -0.001
H 4.74704 0.12439 -2.37848 0.005 0.003 0.009 -0.012
H 6.19731 0.27339 -0.36673 0.001 0.000 0.000 0.011
H 5.19031 0.22767 1.88648 -0.002 -0.008 -0.003 -0.024
H 2.75398 -0.06717 2.17999 0.030 -0.008 0.021 -0.001
S -1.94391 -1.85925 -0.14611 0.094 -0.050 0.147 0.726
C -1.66327 -3.51962 0.13327 0.038 0.098 -0.074 0.054
C -2.73971 -4.31120 0.60125 -0.064 0.015 -0.004 0.105
C -2.55262 -5.65021 0.85338 -0.007 -0.016 0.010 -0.030
C -1.30882 -6.23370 0.60883 -0.020 0.010 -0.009 0.153
C -0.24500 -5.47366 0.12250 -0.017 0.043 -0.054 -0.003
C -0.40195 -4.12317 -0.11151 -0.054 -0.008 -0.008 0.173
As 1.01811 -2.96373 -0.74777 0.073 0.041 -0.112 0.168
C 0.71942 -3.08836 -2.66461 0.099 -0.046 -0.007 0.048
C -0.54244 -3.26161 -3.22223 -0.055 0.013 0.027 0.035
C -0.69155 -3.32612 -4.60137 0.005 0.001 -0.012 0.019
C 0.41830 -3.22654 -5.42848 -0.006 -0.003 0.011 0.000
C 1.67928 -3.05202 -4.87495 -0.008 0.023 0.002 0.006
C 1.83026 -2.97526 -3.49823 -0.018 0.025 -0.040 -0.027
C 2.63095 -4.02036 -0.58942 -0.033 0.019 0.030 0.056
C 3.59744 -3.60614 0.31811 -0.010 0.001 0.041 0.028
C 4.79366 -4.30370 0.42398 0.001 -0.004 0.015 -0.008
C 5.01905 -5.41674 -0.37054 -0.001 0.007 -0.011 0.001
C 4.05234 -5.83374 -1.27938 0.005 0.004 -0.003 0.002
C 2.86333 -5.13277 -1.39898 -0.021 -0.022 0.018 -0.001
H -3.70268 -3.84360 0.75993 0.001 -0.006 0.002 -0.004
H -3.36987 -6.25213 1.22626 -0.002 0.004 -0.005 0.002
H -1.16942 -7.29146 0.79143 0.004 -0.001 -0.002 -0.001
H 0.70994 -5.94640 -0.06521 0.021 -0.013 0.006 0.011
H -1.42109 -3.36773 -2.59657 0.027 0.001 -0.008 -0.009
H -1.67577 -3.47375 -5.02672 0.001 0.000 -0.004 0.006
H 0.30136 -3.29561 -6.50202 0.002 0.001 0.000 -0.001
H 2.55052 -2.98361 -5.51362 -0.008 0.002 -0.003 0.001
H 2.82098 -2.85267 -3.07816 -0.003 0.025 -0.001 0.005
H 3.41778 -2.74178 0.94572 -0.004 0.007 0.017 -0.002
H 5.54724 -3.97617 1.12883 -0.001 -0.001 -0.004 0.001
H 5.95189 -5.95920 -0.29131 -0.002 -0.001 0.004 0.000
H 4.23260 -6.69796 -1.90496 -0.002 -0.001 0.003 0.000
H 2.12903 -5.44004 -2.13459 0.007 -0.016 0.019 0.002
```
Positions in Å, forces in eV/Å.

Net charge ... +2
LUMO (spin up / spin down) ... -5.8 / -7.7 eV
Multiplicity ... 6
Max |F| ... 0.64 eV Å⁻¹
Energy relative to the best compared isomer or geometry (same formula, charge and spin) ... 0.323 eV
⟨S²⟩ ... 8.849
Calculated total energy ... -141684.6864 eV
HOMO level (spin up / spin down) ... -11.7 / -13.1 eV



Below is a 2-piece molecular cluster, C5H13N3 overall at a distorted geometry, with properties calculated with wB97M-V/def2-TZVPD.

Structure (XYZ):
```
21
Properties=species:S:1:pos:R:3:forces:R:3:mulliken_charge:R:1
C 1.41506 -1.30152 0.11707 -0.010 -0.015 0.178 -1.149
C -0.56277 -0.55536 -1.25939 -0.165 0.132 0.197 0.523
C 0.82980 -0.29648 -0.80900 0.638 0.268 -1.280 0.614
N -0.78085 -0.14959 -2.54131 2.623 0.766 -0.130 -0.446
C 1.51248 0.70787 -1.39723 -0.063 0.412 2.279 -1.157
N -1.37504 -1.09416 -0.43386 -0.327 -0.152 -0.081 -0.692
H -1.69308 -0.32066 -2.93396 0.430 0.374 -0.569 0.211
H 0.16629 0.25252 -2.95283 -3.492 -1.240 0.254 0.278
H -2.31727 -1.20390 -0.80697 0.086 -0.032 -0.119 0.147
H 2.36708 -0.96830 0.52327 0.031 -0.003 0.005 0.346
H 0.69874 -1.47837 0.92102 0.088 -0.005 0.043 0.279
H 1.55261 -2.25910 -0.39085 -0.009 0.020 0.004 0.323
H 1.02146 1.59206 -1.78122 -0.227 -0.280 -0.719 0.368
H 2.48529 0.95607 -0.99422 0.359 -0.295 -0.271 0.296
C -0.55497 1.40342 2.04754 0.171 0.012 0.150 -0.646
N -1.34164 0.21332 2.31694 -0.153 -0.216 -0.077 -0.620
H -1.46753 -0.32049 1.45623 0.091 0.025 0.245 0.331
H -0.86536 -0.38566 2.97894 -0.026 -0.015 0.020 0.243
H -0.49403 2.00285 2.96078 0.068 0.053 -0.152 0.336
H -1.06692 1.99495 1.29062 0.015 0.111 -0.032 0.253
H 0.47066 1.21052 1.68844 -0.130 0.079 0.056 0.163
```
Positions in Å, forces in eV/Å.

SMILES string ... [H]/N=C(\N)C(=C)C.CN
Net charge ... 0
LUMO ... 0.7 eV
Max |F| ... 3.71 eV Å⁻¹
Energy relative to the best compared isomer or geometry (same formula, charge and spin) ... 1.441 eV
Calculated total energy ... -9864.9250 eV
HOMO level ... -8.5 eV



Below is C2H2N4 as an isolated structure at a distorted geometry, with properties calculated with wB97M-V/def2-TZVPD.

Structure (XYZ):
```
8
Properties=species:S:1:pos:R:3:forces:R:3:mulliken_charge:R:1
C -1.14751 -0.29083 -0.27547 -0.708 -0.029 0.516 0.132
N -1.18353 0.97918 -0.14803 -0.375 -0.432 -0.250 -0.427
N 0.15730 1.03585 -0.60000 0.218 -0.737 -0.624 0.246
N 1.01898 1.03216 0.52337 0.493 -0.403 0.016 -0.428
C 1.11903 -0.23627 0.41419 0.282 -0.002 0.831 0.133
N 0.19359 -0.65641 -0.58217 0.177 1.994 -0.760 -0.408
H -1.97540 -0.97720 -0.24420 -0.071 -0.206 0.133 0.377
H 1.81755 -0.88650 0.91229 -0.016 -0.184 0.139 0.376
```
Positions in Å, forces in eV/Å.

Net charge ... 0
LUMO ... 0.1 eV
Max |F| ... 2.14 eV Å⁻¹
Energy relative to the best compared isomer or geometry (same formula, charge and spin) ... 4.934 eV
Calculated total energy ... -8061.1982 eV
HOMO level ... -10.5 eV



Below is a 2-piece molecular cluster, C8H12O2 overall at a distorted geometry, with properties calculated with wB97M-V/def2-TZVPD.

Structure (XYZ):
```
22
Properties=species:S:1:pos:R:3:forces:R:3:mulliken_spin:R:1
C 3.25216 0.12843 -1.01173 -1.079 0.409 0.257 -0.001
O 2.43187 0.11096 -2.15234 -1.037 -0.107 -1.360 0.001
H 2.30435 1.01728 -2.47451 0.177 -0.444 0.100 0.000
H 3.47535 -0.89023 -0.77240 -0.327 -0.719 0.527 0.000
H 2.60554 0.64331 -0.24892 1.629 -0.326 0.072 0.002
H 4.22128 0.50566 -1.28157 0.375 1.019 0.472 0.000
C -1.78066 1.00206 2.82626 3.917 0.768 1.664 0.023
C -1.55149 1.14415 0.43983 -0.467 0.219 -2.865 0.138
C -1.01188 0.65092 1.60433 -1.824 -1.177 2.473 0.245
C -1.33279 0.50027 -0.79138 -2.124 3.199 1.293 0.037
C -0.65774 -0.66791 -0.70077 1.984 -1.997 -1.473 0.259
C -0.14688 -0.43175 1.68228 0.908 -0.877 -1.225 0.038
C -0.03412 -1.12315 0.52819 -0.227 -0.257 -1.041 0.120
O -0.49167 -1.42183 -1.82644 1.079 1.047 0.620 0.057
H -2.27123 1.95491 0.55737 0.382 0.062 -0.402 0.000
H -1.77033 0.95811 -1.69733 0.393 -0.839 0.444 0.000
H -1.50055 0.40414 3.73350 0.177 0.563 -0.921 -0.002
H -2.81157 0.89025 2.77516 -1.956 0.673 -0.619 0.012
H 0.25636 -0.82416 2.59029 0.104 0.081 0.501 0.005
H 0.45824 -1.34185 -2.14768 -1.016 -0.293 0.451 0.014
H 0.40478 -2.09227 0.39414 0.426 -0.336 0.463 -0.001
H -1.31346 2.04357 2.94017 -1.493 -0.667 0.571 0.053
```
Positions in Å, forces in eV/Å.

Net charge ... +1
LUMO (spin up / spin down) ... -4.0 / -7.7 eV
Multiplicity ... 2
Max |F| ... 4.32 eV Å⁻¹
Energy relative to the best compared isomer or geometry (same formula, charge and spin) ... 1.135 eV
⟨S²⟩ ... 0.764
Calculated total energy ... -12575.6929 eV
HOMO level (spin up / spin down) ... -13.9 / -13.9 eV